The following is a DFT calculation (the ωB97M-V functional and the def2-TZVPD basis) of a molecular structure, C5H12N2O.

Output
- HOMO-LUMO gap (eV) = 9.286
- electronic energy (a.u.) = -382.32876
- E_HOMO (eV) = -8.61
- energy relative to the best compared isomer or geometry (same formula, charge and spin) (kcal/mol) = 109.0

Last column: Löwdin charge in e.
Element x y z (Å)
C 0.2926 -0.5785 -0.5343  -0.17
C 1.0883 0.6519 -0.5081  -0.23
C 2.6101 0.4462 -0.4966  -0.26
N 3.0232 -0.2166 0.7954  -0.05
C -1.2159 -0.3117 -0.3573  -0.56
N -1.4144 0.1378 0.9973  0.05
C -2.8479 0.1912 1.2988  -0.10
O -1.9156 -0.5183 -1.3658  0.05
H 0.5643 -1.2794 0.3066  0.13
H 0.5066 -1.1889 -1.4093  0.12
H 0.7832 1.2218 -1.4324  0.14
H 0.8699 1.2239 0.4171  0.12
H 3.2506 1.3462 -0.4758  0.10
H 3.0580 -0.3279 -1.1491  0.11
H 2.3707 0.0152 1.5553  0.07
H 3.9927 -0.4705 0.8409  0.05
H -1.2410 0.8670 0.0660  0.17
H -3.4050 -0.6576 0.8670  0.09
H -3.1757 1.1336 0.8046  0.10
H -3.0992 0.2266 2.3469  0.07

The following is a DFT calculation (the ωB97M-V functional and the def2-TZVPD basis) of a molecular structure, C18H13Cl5MgNO.

Output
- HOMO-LUMO gap (eV) = 8.699
- electronic energy (a.u.) = -3324.62610
- E_HOMO (eV) = -11.54
- energy relative to the best compared isomer or geometry (same formula, charge and spin) (kcal/mol) = 0.0
- total charge = +1

Last column: Löwdin charge in e.
Element x y z (Å)
Mg 0.0094 -0.4135 0.7019  0.60
C 2.2540 -0.9408 2.3189  -0.08
C 1.1858 -0.6831 3.1663  -0.10
C 0.0824 -1.5293 3.1736  -0.08
C 0.0760 -2.6622 2.3687  -0.11
C 1.1558 -2.9320 1.5395  -0.12
C 2.2355 -2.0602 1.4965  -0.08
H 3.1337 -0.3109 2.3518  0.13
H 1.2376 0.1414 3.8658  0.13
H -0.7255 -1.3605 3.8742  0.13
H -0.7398 -3.3703 2.4402  0.13
H 1.1798 -3.8506 0.9668  0.12
H 3.0986 -2.2998 0.8888  0.13
Cl -2.4557 2.4603 0.8506  0.76
C -2.7702 1.0481 -0.0793  -0.68
C -1.8979 -0.0242 0.0248  -0.22
C -2.1899 -1.1138 -0.7761  -0.71
Cl -1.0098 -2.3500 -0.7485  0.80
C -3.3164 -1.2118 -1.5819  -0.70
Cl -3.6555 -2.6417 -2.4680  0.72
C -4.1692 -0.1076 -1.6610  -0.70
Cl -5.5413 -0.1520 -2.6829  0.72
C -3.8770 1.0447 -0.9274  -0.70
Cl -4.8680 2.4386 -1.1041  0.71
O 0.3617 1.4372 1.3999  -0.15
C 0.9362 2.3713 0.5139  -0.15
C 1.3560 1.7116 -0.7678  -0.23
C 1.9169 2.4631 -1.7972  0.01
C 2.2458 1.8324 -2.9839  -0.02
C 2.0398 0.4617 -3.0860  -0.02
C 1.5156 -0.2114 -1.9984  -0.10
N 1.1693 0.4005 -0.8677  0.06
H -0.4047 1.8583 1.8191  0.06
H 1.8196 2.8280 0.9837  0.15
H 0.2212 3.1679 0.2805  0.12
H 2.0874 3.5207 -1.6665  0.13
H 2.6545 2.3925 -3.8118  0.12
H 2.2873 -0.0716 -3.9904  0.12
H 1.3609 -1.2811 -2.0266  0.10

The following is a DFT calculation (the ωB97M-V functional and the def2-TZVPD basis) of a molecular structure, C5H14N4O.

Output
- HOMO-LUMO gap (eV) = 8.000
- electronic energy (a.u.) = -493.08379
- E_HOMO (eV) = -7.40
- energy relative to the best compared isomer or geometry (same formula, charge and spin) (kcal/mol) = 71.4

Last column: Löwdin charge in e.
Element x y z (Å)
C -0.7424 0.3023 -0.5892  -0.32
C -2.1663 0.8647 -0.5507  -0.15
C -0.6747 -0.9291 -1.4675  -0.14
C -0.7706 -0.1935 1.4107  -0.48
N -0.4578 0.8461 2.1171  0.02
N -0.8979 -1.4265 1.4875  0.10
H -0.1011 1.1081 -0.9516  0.08
H 0.9192 1.0196 1.9292  0.15
H -0.7114 1.7500 1.7387  0.06
H -1.1514 -1.7773 2.4106  0.06
H 0.3469 -1.1699 -1.7750  0.04
H -2.2243 1.7789 0.0455  0.06
H -2.8618 0.1461 -0.1120  0.07
H -2.5298 1.1072 -1.5572  0.07
H -1.1002 -1.7851 -0.9401  0.06
H -1.2406 -0.8132 -2.4000  0.07
C 1.9306 0.2262 0.2181  -0.57
N 2.0680 -1.1056 0.5366  0.19
N 2.3549 0.5949 -1.0183  0.18
O 1.9182 1.1119 1.1525  0.00
H 2.1523 1.5376 -1.3117  0.12
H 1.6710 -1.7538 -0.1279  0.10
H 1.7340 -1.3231 1.4620  0.10
H 2.5349 -0.1162 -1.7072  0.11

The following is a DFT calculation (the ωB97M-V functional and the def2-TZVPD basis) of 9 unconnected molecules or ions with the total composition C12H42O9.

Output
- SMILES = CCO.CCO.CCO.CCO.CCO.CCO.O.O.O
- HOMO-LUMO gap (eV) = 10.614
- electronic energy (a.u.) = -1159.40382
- E_HOMO (eV) = -10.21
- energy relative to the best compared isomer or geometry (same formula, charge and spin) (kcal/mol) = 102.2

Last column: Löwdin charge in e.
Element x y z (Å)
C 0.9453 -2.0527 -6.7718  -0.07
C -0.0036 -1.1129 -7.5329  -0.34
O -0.0798 0.0932 -6.8527  -0.08
H 1.4651 -2.7844 -7.3902  0.07
H 0.3324 -2.5719 -6.0349  0.07
H 1.6883 -1.4898 -6.2067  0.07
H -0.9825 -1.5333 -7.7634  0.11
H 0.4800 -0.8960 -8.4853  0.10
H -0.4390 0.8564 -7.3111  0.09
C 0.7548 0.3866 1.8764  -0.10
C 0.5976 0.7512 0.4303  -0.33
O 1.8206 0.4652 -0.2548  -0.09
H 1.1220 -0.6372 1.9471  0.08
H -0.1789 0.5269 2.4209  0.07
H 1.4707 1.0648 2.3409  0.08
H 0.3432 1.8035 0.3038  0.11
H -0.1833 0.1094 0.0225  0.10
H 1.7588 0.9612 -1.0744  0.07
C -4.4459 -3.5703 -4.2792  -0.10
C -4.4223 -5.0650 -4.0798  -0.30
O -3.6687 -5.7443 -5.1421  -0.08
H -4.4380 -3.3231 -5.3408  0.08
H -3.7436 -2.9421 -3.7314  0.07
H -5.4394 -3.2930 -3.9266  0.07
H -5.4979 -5.2421 -4.0818  0.09
H -4.1189 -5.3766 -3.0803  0.11
H -3.6033 -6.6837 -4.9556  0.07
C -5.0260 3.6226 0.9730  -0.09
C -5.5860 4.8696 1.5639  -0.37
O -6.2158 4.5364 2.7718  -0.07
H -5.8320 2.9552 0.6681  0.08
H -4.3486 3.1042 1.6515  0.08
H -4.4864 3.7648 0.0366  0.07
H -6.3521 5.3501 0.9555  0.11
H -4.8533 5.6656 1.6969  0.11
H -6.7445 5.3354 2.8333  0.08
C 3.5825 -5.5409 0.8999  -0.10
C 2.8559 -5.1819 -0.3746  -0.35
O 3.4392 -4.1732 -1.1400  -0.06
H 3.2030 -6.2893 1.5956  0.07
H 3.6969 -4.7085 1.5942  0.07
H 4.5670 -5.9107 0.6132  0.07
H 1.8522 -4.8280 -0.1393  0.10
H 2.6427 -6.0840 -0.9480  0.11
H 3.1066 -3.2761 -1.0615  0.09
C 1.6246 4.8095 8.8272  -0.10
C 0.6020 4.0201 8.0376  -0.34
O 1.0778 2.7102 8.1485  -0.08
H 2.5758 4.7058 8.3051  0.08
H 1.6468 4.6318 9.9024  0.07
H 1.4797 5.8897 8.8393  0.06
H 0.6562 4.2467 6.9728  0.11
H -0.4213 4.2331 8.3468  0.11
H 0.6439 2.3513 8.9260  0.08
O 4.6721 0.3481 6.3105  -0.05
H 4.8722 -0.4619 6.7796  0.03
H 3.8061 0.6024 6.6291  0.02
O 6.2682 2.7003 -0.1251  -0.05
H 6.0804 3.5516 -0.5205  0.03
H 5.4885 2.1750 -0.3047  0.03
O 2.4779 2.5859 -4.4159  -0.05
H 2.0967 2.0908 -5.1410  0.02
H 3.3172 2.8984 -4.7536  0.03

The following is a DFT calculation (the ωB97M-V functional and the def2-TZVPD basis) of a gas-phase ion, CH5F3N3 (charge +1).

Output
- SMILES = F[NH2+]CNN(F)F
- HOMO-LUMO gap (eV) = 12.028
- electronic energy (a.u.) = -504.44520
- E_HOMO (eV) = -16.00
- energy relative to the best compared isomer or geometry (same formula, charge and spin) (kcal/mol) = 18.6
- total charge = +1

Last column: Löwdin charge in e.
Element x y z (Å)
F -1.8964 1.0586 -0.4618  0.09
N -0.5614 0.9852 -0.7491  0.10
C -0.1127 -0.4284 -0.8410  -0.07
N -0.0262 -0.8883 0.5220  0.03
N 0.5621 0.0224 1.2824  -0.14
F 2.0504 -0.1049 1.2228  -0.03
F 0.3177 -0.1960 2.5862  0.09
H -0.4213 1.5299 -1.6167  0.22
H -0.0391 1.3775 0.1136  0.21
H -0.8351 -1.0415 -1.3930  0.16
H 0.8596 -0.4301 -1.3642  0.16
H 0.1026 -1.8843 0.6988  0.18

The following is a DFT calculation (the ωB97M-V functional and the def2-TZVPD basis) of a gas-phase ion, C3H4NO (charge +1).

Output
- SMILES = C#[N+]CC=O
- HOMO-LUMO gap (eV) = 9.852
- electronic energy (a.u.) = -246.33039
- E_HOMO (eV) = -15.22
- energy relative to the best compared isomer or geometry (same formula, charge and spin) (kcal/mol) = 38.7
- total charge = +1

Last column: Löwdin charge in e.
Element x y z (Å)
C -1.6350 -1.1507 0.0695  0.42
N -0.9555 -0.2103 -0.0995  0.11
C -0.0263 0.7207 -0.2307  -0.09
C 1.4289 0.1029 0.1818  -0.19
O 1.8994 -0.8591 -0.2358  0.17
H -2.2562 -1.9344 0.0160  0.10
H -0.2633 1.5292 0.4562  0.16
H -0.0838 1.0362 -1.2180  0.14
H 1.8916 0.7655 1.0606  0.18

Question: Among the records above, which one has the lowest electronic energy?
Answer: C18H13Cl5MgNO